The following is a quantum chemistry calculation of 2 unconnected molecules or ions with the total composition C3H7O2S at a distorted geometry, from OMol25.

Last column: Löwdin charge in e.
Element x y z (Å)
C 1.34 0.76 0.48  -0.409
S 0.96 -0.43 1.84  0.706
C -0.85 -0.64 2.01  -0.404
H 2.44 0.88 0.30  0.050
H 0.77 0.42 -0.42  -0.009
H 0.90 1.77 0.78  0.057
H -1.51 0.24 2.17  0.047
H -0.80 -1.20 2.91  0.001
H -1.13 -1.03 1.03  0.018
O -1.20 -0.01 -3.78  0.104
C -0.58 -0.28 -2.80  -0.440
O -0.52 0.59 -1.83  0.132
H 0.18 -1.07 -2.69  0.147

Properties
**LUMO energy (alpha / beta)**: 0.7745 / -3.4164 eV
**Multiplicity**: 2
**Charge**: 0
**Highest occupied orbital energy (alpha / beta)**: -8.72 / -8.63 eV
**Frontier orbital gap (alpha / beta)**: 9.50 / 5.21 eV
**Energy relative to the best compared isomer or geometry (same formula, charge and spin)**: 195.67 kJ/mol



The following is a quantum chemistry calculation of a molecular structure, C20H18O6PtS at a distorted geometry, from OMol25.

Last column: Löwdin charge in e.
Element x y z (Å)
Pt -0.26 0.54 -0.91  1.299
O -1.22 -2.89 -3.00  0.372
C -0.57 -1.93 -2.71  -0.489
O -0.87 -0.73 -2.58  -0.023
C 1.02 -2.26 -2.46  -0.023
C 1.90 -1.03 -2.71  -0.220
C 3.35 -1.55 -2.81  -0.050
C 3.66 -1.84 -1.33  -0.052
C 2.33 -1.47 -0.65  -0.223
O 1.90 -0.36 -1.45  -0.121
C 1.33 -2.57 -1.01  -0.033
C 0.01 -2.51 -0.06  -0.482
O -0.42 -3.57 0.27  0.393
O -0.38 -1.35 0.24  -0.020
H 1.20 -3.10 -3.14  0.176
H 1.59 -0.35 -3.51  0.183
H 4.00 -0.78 -3.21  0.144
H 3.42 -2.43 -3.45  0.137
H 4.46 -1.20 -0.96  0.142
H 3.95 -2.88 -1.14  0.137
H 2.40 -1.19 0.40  0.175
H 1.71 -3.58 -0.85  0.175
O -0.09 2.76 -0.67  -0.597
S -0.99 3.32 0.38  1.129
C -0.25 2.68 1.92  -0.369
C -0.42 3.32 3.13  -0.060
C 0.15 2.78 4.28  -0.031
C 0.91 1.62 4.20  -0.028
C 1.08 0.98 2.98  -0.043
C 0.50 1.51 1.85  -0.102
C -2.34 2.08 0.29  -0.351
C -3.13 1.78 1.38  -0.037
C -4.07 0.76 1.27  0.005
C -4.20 0.04 0.09  -0.025
C -3.44 0.37 -1.02  -0.041
C -2.50 1.41 -0.95  -0.201
H -0.98 4.25 3.20  0.125
H 0.00 3.27 5.23  0.125
H 1.36 1.21 5.09  0.123
H 1.64 0.06 2.93  0.113
H 0.64 1.01 0.87  0.037
H -3.02 2.31 2.31  0.124
H -4.72 0.54 2.11  0.131
H -4.92 -0.76 0.03  0.126
H -3.60 -0.13 -1.96  0.125
H -2.15 1.86 -1.88  0.127

Properties
**LUMO energy (alpha / beta)**: -6.1875 / -11.3846 eV
**Multiplicity**: 5
**Charge**: +2
**Highest occupied orbital energy (alpha / beta)**: -15.43 / -15.45 eV
**Frontier orbital gap (alpha / beta)**: 9.24 / 4.06 eV
**Energy relative to the best compared isomer or geometry (same formula, charge and spin)**: 128.48 kJ/mol



The following is a quantum chemistry calculation of a molecular structure, C32H73Cl4MgN3O6 at a distorted geometry, from OMol25.

Last column: Löwdin charge in e.
Element x y z (Å)
Mg -0.52 -0.47 1.56  0.006
Cl 0.59 0.54 -0.08  0.069
Cl -0.35 -2.68 2.08  0.067
C -0.88 2.72 2.54  -0.100
C 0.06 1.99 3.42  -0.228
N -0.44 0.60 3.58  -0.218
C -1.73 0.57 4.29  -0.225
C -2.51 -0.75 4.31  -0.061
C 0.60 -0.17 4.30  -0.251
C 1.91 -0.25 3.52  -0.093
H -0.95 2.41 1.49  0.050
H -0.65 3.77 2.52  0.077
H -1.92 2.71 2.91  0.069
H 1.07 1.93 2.95  0.098
H 0.12 2.57 4.37  0.138
H -1.54 0.90 5.32  0.129
H -2.32 1.35 3.88  0.071
H -2.17 -1.48 5.05  0.080
H -3.52 -0.52 4.65  0.079
H -2.50 -1.28 3.39  0.006
H 0.31 -1.20 4.54  0.098
H 0.79 0.30 5.27  0.124
H 2.43 0.71 3.71  0.042
H 1.79 -0.36 2.44  0.033
H 2.68 -0.95 3.91  0.099
C 5.27 2.22 1.40  -0.044
C 3.67 2.12 1.55  -0.218
N 3.05 3.43 1.89  -0.163
C 3.74 4.14 3.04  -0.256
C 3.82 3.30 4.32  -0.088
C 3.09 4.47 0.79  -0.236
C 2.21 3.98 -0.41  -0.093
H 5.83 1.30 1.18  0.068
H 5.63 2.50 2.37  0.038
H 5.52 3.07 0.78  0.054
H 3.26 1.77 0.63  0.053
H 3.38 1.44 2.33  0.055
H 4.78 4.50 2.79  0.113
H 3.16 5.10 3.17  0.112
H 4.39 3.87 5.09  0.087
H 2.87 2.98 4.70  0.046
H 4.40 2.38 4.23  0.060
H 4.14 4.77 0.55  0.105
H 2.81 5.36 1.34  0.088
H 1.32 3.52 0.05  0.045
H 2.77 3.23 -0.97  0.061
H 1.89 4.75 -1.14  0.062
C -5.94 1.00 -3.14  -0.110
C -4.79 1.14 -4.04  -0.220
N -4.10 -0.15 -4.52  -0.170
C -4.65 -1.03 -5.59  -0.239
C -3.44 -1.53 -6.36  -0.100
C -3.59 -0.95 -3.43  -0.298
C -2.48 -0.28 -2.64  -0.068
H -6.67 0.29 -3.42  0.057
H -6.47 1.97 -3.00  0.093
H -5.72 0.60 -2.11  0.070
H -5.05 1.65 -5.00  0.125
H -3.97 1.73 -3.60  0.080
H -5.17 -1.93 -5.21  0.120
H -5.21 -0.37 -6.24  0.108
H -2.91 -2.28 -5.83  0.052
H -3.79 -1.95 -7.26  0.056
H -2.80 -0.66 -6.60  0.090
H -3.19 -1.90 -3.80  0.105
H -4.29 -1.39 -2.72  0.102
H -2.76 0.71 -2.30  0.040
H -1.63 -0.21 -3.36  0.097
H -2.14 -0.91 -1.79  0.070
O 4.88 -2.00 2.43  0.104
C 4.24 -2.69 1.70  -0.569
O 3.98 -2.42 0.42  -0.030
C 4.53 -1.26 -0.14  -0.226
C 4.26 -1.34 -1.64  -0.052
C 3.68 -4.02 2.09  0.025
H 5.65 -1.12 0.05  0.144
H 4.05 -0.39 0.29  0.091
H 4.35 -2.34 -2.06  0.077
H 4.87 -0.69 -2.25  0.074
H 3.23 -1.06 -1.82  0.049
H 4.16 -4.37 3.00  0.079
H 3.95 -4.74 1.29  0.095
H 2.56 -3.93 2.23  0.087
O -2.38 -0.09 1.16  -0.071
C -3.34 -0.65 0.63  -0.460
O -4.35 0.14 0.24  0.002
C -4.06 1.58 0.17  -0.154
C -4.78 2.23 1.33  -0.034
C -3.60 -2.14 0.51  0.049
H -4.53 1.88 -0.78  0.116
H -3.01 1.64 0.22  0.089
H -4.38 3.22 1.40  0.072
H -4.69 1.78 2.27  0.063
H -5.83 2.31 1.02  0.090
H -2.69 -2.59 0.00  0.101
H -4.43 -2.37 -0.16  0.089
H -3.72 -2.48 1.52  0.087
O 0.74 -5.92 -3.12  0.106
C 1.25 -6.25 -2.09  -0.518
O 0.94 -5.63 -0.87  -0.037
C 0.25 -4.41 -1.03  -0.279
C 1.23 -3.33 -1.35  -0.072
C 2.08 -7.46 -1.79  0.013
H -0.33 -4.27 -0.13  0.055
H -0.44 -4.50 -1.84  0.103
H 1.78 -3.67 -2.25  0.084
H 1.92 -3.20 -0.49  0.064
H 0.78 -2.29 -1.51  0.085
H 1.52 -7.97 -1.04  0.075
H 3.05 -7.19 -1.41  0.078
H 2.22 -8.15 -2.74  0.130
Cl -1.64 3.96 -3.63  0.501
C -0.44 2.86 -2.81  -0.653
C 0.46 2.25 -3.89  -0.610
Cl 1.70 3.54 -4.15  0.540
H -1.08 2.10 -2.33  0.021
H 0.03 3.47 -2.02  0.037
H -0.11 1.90 -4.75  0.069
H 0.97 1.38 -3.52  0.052

Properties
**LUMO energy**: 0.2601 eV
**Charge**: 0
**Highest occupied orbital energy**: -8.33 eV
**Frontier orbital gap**: 8.59 eV



The following is a quantum chemistry calculation of a molecular structure, C29H29GdN2O4S at a distorted geometry, from OMol25.

Last column: Löwdin charge in e.
Element x y z (Å)
C 3.06 0.15 1.61  -0.230
C 2.86 -0.63 0.42  -0.216
C 2.15 0.18 -0.52  -0.209
H 3.27 -1.62 0.23  0.105
C 1.89 1.44 0.08  -0.198
C 2.45 1.43 1.41  -0.222
H 1.43 2.29 -0.42  0.110
C -1.53 -2.18 1.34  -0.226
C -0.39 -2.75 0.66  -0.228
C -0.36 -2.21 -0.65  -0.143
H 0.28 -3.52 1.06  0.096
C -1.54 -1.41 -0.83  -0.222
C -2.18 -1.32 0.44  -0.134
H 1.94 -0.07 -1.56  0.104
H 2.49 2.27 2.09  0.108
H 3.66 -0.15 2.47  0.106
H -3.10 -0.76 0.63  0.109
H 0.34 -2.49 -1.44  0.103
H -1.88 -2.46 2.34  0.101
Gd 0.50 -0.26 1.52  1.738
C -2.27 -1.24 -2.15  -0.482
C -3.58 -2.05 -2.05  -0.053
C -1.47 -1.85 -3.31  -0.059
H -3.40 -3.11 -1.82  0.098
H -4.13 -2.01 -2.99  0.082
H -4.24 -1.65 -1.27  0.083
H -1.30 -2.92 -3.10  0.088
H -0.50 -1.36 -3.46  0.075
H -2.04 -1.80 -4.25  0.086
C -2.78 0.20 -2.46  -0.049
C -1.91 1.40 -2.88  -0.431
H -3.33 0.54 -1.57  0.126
H -3.52 0.10 -3.28  0.125
O -1.71 2.38 -2.16  0.048
N -1.33 1.35 -4.13  0.056
C -0.41 2.44 -4.50  -0.134
H -1.93 1.01 -4.87  0.138
C 1.00 1.92 -4.57  -0.220
C 2.07 2.61 -3.98  -0.039
H 1.86 3.54 -3.44  0.115
C 3.36 2.10 -4.09  -0.089
H 4.20 2.63 -3.62  0.104
C 3.59 0.91 -4.78  -0.098
H 4.61 0.53 -4.90  0.099
C 2.52 0.21 -5.34  -0.085
H 2.68 -0.74 -5.86  0.100
C 1.22 0.72 -5.24  -0.053
H 0.37 0.18 -5.67  0.107
H -0.46 3.26 -3.77  0.114
H -0.73 2.81 -5.48  0.130
O 0.12 -0.11 3.81  -0.143
C -0.67 0.91 3.69  -0.480
N -0.95 1.30 2.43  -0.188
S -2.06 2.57 2.28  0.693
O -1.37 3.65 1.61  -0.273
O -3.26 2.02 1.73  -0.277
C -2.08 2.74 4.07  -0.195
C -2.71 3.73 4.82  -0.021
C -2.55 3.72 6.22  -0.052
C -1.77 2.74 6.86  -0.056
C -1.14 1.75 6.09  0.015
C -1.31 1.76 4.69  -0.129
H -3.31 4.49 4.32  0.124
H -3.03 4.48 6.83  0.108
H -1.65 2.76 7.96  0.115
H -0.52 0.97 6.53  0.126

Properties
**LUMO energy (alpha / beta)**: -1.6420 / -0.5262 eV
**Multiplicity**: 8
**Charge**: 0
**Highest occupied orbital energy (alpha / beta)**: -7.50 / -7.61 eV
**Frontier orbital gap (alpha / beta)**: 5.86 / 7.09 eV
**Energy relative to the best compared isomer or geometry (same formula, charge and spin)**: 0.00 kJ/mol



Number 1: calculated total energy -18151.43338 eV. Number 2: calculated total energy -47375.83269 eV. Number 3: calculated total energy -106662.09718 eV. Number 4: calculated total energy -73383.61104 eV.